No. 1
The following is a DFT calculation (ωB97M-V/def2-TZVPD) of C63H52BCl2F4InN11PS as an isolated structure.

Results
Frontier orbital gap = 5.86 eV
HOMO level = -0.229 hartree

Each line ends with the Löwdin charge.
Geometry (Å):
In1 0.454 0.013 -0.674  0.779
C1 -4.134 0.693 2.665  -0.001
N1 -3.041 1.160 1.825  -0.033
C2 -2.248 0.399 1.040  -0.432
N2 -1.325 1.137 0.437  0.098
C3 -1.517 2.432 0.885  -0.145
C4 -2.602 2.453 1.732  -0.113
C5 -3.263 3.585 2.406  -0.181
C6 -3.406 3.608 3.793  -0.032
C7 -4.019 4.690 4.407  -0.065
C8 -4.484 5.754 3.646  -0.084
C9 -4.332 5.739 2.267  -0.074
C10 -3.724 4.658 1.648  -0.021
C11 -0.662 3.619 0.653  -0.170
C12 -0.183 4.017 -0.591  -0.017
C13 0.608 5.154 -0.707  -0.059
C14 0.910 5.919 0.408  -0.077
C15 0.426 5.536 1.652  -0.071
C16 -0.342 4.391 1.775  -0.039
P1 -2.456 -1.399 0.973  1.205
C17 -0.778 -1.845 1.497  -0.421
N3 0.359 -1.317 1.063  0.041
C18 1.368 -1.777 1.879  -0.156
C19 0.804 -2.589 2.832  -0.107
N4 -0.540 -2.627 2.567  -0.025
C20 -1.530 -3.346 3.354  -0.001
C21 1.432 -3.372 3.907  -0.178
C22 1.074 -3.161 5.237  -0.022
C23 1.683 -3.900 6.240  -0.066
C24 2.652 -4.842 5.922  -0.084
C25 3.018 -5.044 4.598  -0.073
C26 2.410 -4.312 3.590  -0.016
C27 2.768 -1.305 1.869  -0.151
C28 3.510 -1.146 0.704  -0.047
C29 4.814 -0.674 0.761  -0.068
C30 5.391 -0.353 1.979  -0.080
C31 4.653 -0.502 3.147  -0.068
C32 3.352 -0.972 3.094  -0.014
C33 -2.360 -1.674 -0.812  -0.433
N5 -1.296 -1.478 -1.568  0.086
C34 -1.626 -1.907 -2.832  -0.157
C35 -2.918 -2.378 -2.817  -0.104
N6 -3.373 -2.224 -1.528  -0.048
C36 -4.719 -2.496 -1.044  -0.018
C37 -3.713 -2.968 -3.904  -0.160
C38 -4.363 -4.190 -3.738  -0.040
C39 -5.086 -4.750 -4.779  -0.077
C40 -5.159 -4.098 -6.002  -0.083
C41 -4.507 -2.886 -6.179  -0.066
C42 -3.790 -2.321 -5.136  -0.009
C43 -0.720 -1.961 -4.002  -0.178
C44 -0.097 -3.159 -4.333  -0.043
C45 0.720 -3.239 -5.451  -0.074
C46 0.920 -2.121 -6.245  -0.078
C47 0.286 -0.927 -5.931  -0.068
C48 -0.538 -0.850 -4.819  -0.040
H1 -4.681 -0.095 2.154  0.068
H2 -4.802 1.526 2.861  0.096
H3 -3.744 0.313 3.609  0.107
H4 -2.992 2.803 4.386  0.104
H5 -4.117 4.708 5.485  0.107
H6 -4.959 6.599 4.129  0.102
H7 -4.683 6.572 1.672  0.104
H8 -3.592 4.645 0.573  0.122
H9 -0.413 3.442 -1.471  0.076
H10 0.984 5.438 -1.681  0.108
H11 1.525 6.805 0.311  0.105
H12 0.666 6.117 2.533  0.108
H13 -0.664 4.060 2.755  0.127
H14 -1.076 -4.255 3.740  0.101
H15 -2.375 -3.605 2.723  0.069
H16 -1.865 -2.728 4.186  0.096
H17 0.354 -2.387 5.479  0.106
H18 1.411 -3.728 7.273  0.106
H19 3.130 -5.413 6.708  0.101
H20 3.779 -5.772 4.349  0.104
H21 2.693 -4.455 2.555  0.124
H22 3.099 -1.408 -0.259  0.051
H23 5.375 -0.565 -0.159  0.115
H24 6.408 0.017 2.020  0.103
H25 5.083 -0.232 4.103  0.105
H26 2.767 -1.031 4.003  0.116
H27 -5.402 -2.487 -1.889  0.096
H28 -5.018 -1.722 -0.341  0.074
H29 -4.773 -3.466 -0.551  0.096
H30 -4.280 -4.720 -2.796  0.114
H31 -5.582 -5.702 -4.640  0.104
H32 -5.717 -4.538 -6.819  0.103
H33 -4.556 -2.377 -7.132  0.107
H34 -3.279 -1.377 -5.274  0.115
H35 -0.237 -4.025 -3.697  0.113
H36 1.219 -4.169 -5.687  0.107
H37 1.576 -2.178 -7.104  0.107
H38 0.441 -0.050 -6.546  0.105
H39 -1.047 0.073 -4.586  0.087
F1 1.019 0.878 4.830  0.123
B1 -0.302 0.598 4.479  -1.249
F2 -0.380 0.431 3.068  0.096
F3 -0.745 -0.602 5.071  0.095
F4 -1.146 1.661 4.839  0.107
Cl1 3.328 0.934 -4.493  0.670
C49 3.305 -0.743 -3.969  -0.579
C50 4.117 -1.623 -4.641  -0.150
C51 4.152 -2.966 -4.276  -0.126
C52 3.339 -3.372 -3.233  -0.154
C53 2.526 -2.469 -2.575  -0.579
Cl2 1.494 -3.132 -1.314  0.725
C54 2.447 -1.066 -2.861  -0.483
N7 1.757 -0.125 -2.242  -0.144
H40 4.728 -1.252 -5.454  0.096
H41 4.792 -3.668 -4.791  0.092
H42 3.316 -4.408 -2.919  0.097
N8 0.354 1.718 -3.217  -0.040
C55 -0.100 2.511 -4.192  -0.117
C56 -1.468 2.668 -4.004  -0.073
C57 -1.754 1.902 -2.868  -0.174
N9 -0.639 1.339 -2.409  -0.069
H43 1.246 1.067 -3.015  0.033
H44 0.563 2.885 -4.954  0.112
H45 -2.151 3.245 -4.602  0.090
H46 -2.693 1.747 -2.358  0.111
N10 4.775 4.376 3.256  0.093
C58 4.792 4.256 1.920  -0.826
S1 5.826 5.117 0.976  0.676
C59 3.787 3.301 1.356  -0.210
C60 3.940 2.792 0.070  -0.014
C61 3.012 1.901 -0.423  -0.094
N11 1.924 1.541 0.276  0.035
C62 1.766 2.032 1.504  -0.093
C63 2.679 2.892 2.084  0.016
H47 5.456 4.979 3.685  0.098
H48 4.254 3.744 3.840  0.098
H49 4.793 3.076 -0.529  0.093
H50 3.097 1.447 -1.403  0.091
H51 0.913 1.676 2.066  0.104
H52 2.464 3.230 3.089  0.121

---

No. 2
The following is a DFT calculation (ωB97M-V/def2-TZVPD) of one molecule with the formula C6H8BrClN2O2S.

Results
Frontier orbital gap = 8.60 eV
HOMO level = -0.322 hartree
Energy above the lowest of the compared OMol25 structures with the same formula, charge and spin = 22.99 kcal per mole

Each line ends with the Löwdin charge.
Geometry (Å):
C1 0.685 -1.397 0.974  -0.203
C2 1.479 -1.153 -0.051  -0.663
C3 1.214 -0.214 -1.287  -0.288
C4 -1.386 -0.047 1.557  0.009
C5 0.116 0.852 -1.012  -0.286
C6 -1.358 -0.472 0.182  -0.349
N1 -0.633 -1.221 1.043  0.015
N2 -2.283 -0.886 -0.718  0.125
O1 1.115 1.426 1.409  -0.364
O2 -0.378 3.023 0.372  -0.364
S1 0.619 2.001 0.165  0.293
Cl1 2.185 2.975 -0.704  0.382
Br1 3.189 -1.909 -0.291  0.763
H1 0.989 -1.981 1.743  0.095
H2 2.214 0.309 -1.582  0.085
H3 0.876 -0.696 -2.252  0.120
H4 -0.679 0.718 1.937  0.093
H5 -2.272 -0.299 2.271  0.151
H6 -0.290 1.420 -1.870  0.102
H7 -2.062 -1.750 -1.263  0.130
H8 -3.340 -0.698 -0.624  0.155

---

No. 3
The following is a DFT calculation (ωB97M-V/def2-TZVPD) of C6H15NO2PS2 as an isolated structure.

Results
Frontier orbital gap (spin up / spin down) = 7.00 / 7.00 eV
Charge = +1
HOMO level (spin up / spin down) = -0.486 / -0.486 hartree
Energy above the lowest of the compared OMol25 structures with the same formula, charge and spin = 0.00 kcal per mole

Each line ends with the Löwdin charge.
Geometry (Å):
C1 0.272 -0.277 -0.717  -0.653
C2 3.960 0.399 0.485  -0.069
C3 -0.545 -2.357 1.384  -0.191
C4 -1.534 -2.514 -1.409  -0.213
C5 -3.185 3.000 -0.130  -0.491
C6 1.918 1.456 -0.067  -0.212
N1 0.857 0.465 0.209  0.027
O1 0.500 -0.360 -1.888  0.082
O2 2.945 1.325 0.836  -0.147
P1 -1.150 -1.378 -0.049  0.574
S1 -1.669 2.107 0.148  0.676
S2 -2.813 -0.298 0.421  0.407
H1 4.457 0.701 -0.442  0.098
H2 3.563 -0.615 0.371  0.087
H3 4.677 0.419 1.304  0.098
H4 0.472 -2.066 1.648  0.055
H5 -0.547 -3.412 1.115  0.062
H6 -1.195 -2.204 2.245  0.054
H7 -2.318 -3.203 -1.090  0.068
H8 -0.636 -3.069 -1.687  0.074
H9 -1.877 -1.939 -2.271  0.069
H10 -3.859 2.870 0.713  0.040
H11 -3.646 2.686 -1.063  0.042
H12 -2.894 4.049 -0.199  0.053
H13 2.225 1.315 -1.110  0.144
H14 1.488 2.454 0.072  0.133
H15 0.536 0.445 1.169  0.131

---

No. 4
The following is a DFT calculation (ωB97M-V/def2-TZVPD) of a 2-piece molecular cluster, C3H10NO3 overall.

Results
Spin multiplicity = 2
Frontier orbital gap (spin up / spin down) = 3.81 / 7.71 eV
HOMO level (spin up / spin down) = -0.137 / -0.287 hartree
Energy above the lowest of the compared OMol25 structures with the same formula, charge and spin = 35.76 kcal per mole

Each line ends with the Löwdin charge.
Geometry (Å):
O1 -2.217 -0.013 0.366  -0.131
C1 -1.603 -0.622 -0.503  -0.404
C2 -0.033 -0.638 -0.336  -0.282
C3 0.447 -1.639 0.736  -0.160
O2 1.012 -0.825 1.817  -0.132
N1 0.317 0.822 -0.009  0.103
H1 -2.039 -1.109 -1.414  0.069
H2 0.367 -0.891 -1.318  0.105
H3 1.363 -2.126 0.347  0.110
H4 -0.267 -2.319 1.174  0.111
H5 1.104 -1.254 2.680  0.088
H6 -0.496 1.210 0.462  0.112
H7 1.126 0.888 0.600  0.107
H8 0.596 1.410 -1.047  0.106
H9 1.449 1.901 -2.642  0.102
H10 0.834 3.043 -1.760  0.107
O3 1.415 2.254 -1.730  -0.010

---

no.,E_tot (a.u.),F_max (eV Å⁻¹)
1,-5309.03940,0.98
2,-3925.63215,3.18
3,-1580.30592,2.78
4,-400.62304,3.69